Record 1
C52H39BrClGeIN5O3Re as an isolated structure, computed with ωB97M-V/def2-TZVPD.

The geometry in ORCA input format:
```
! RIJCOSX wB97M-V def2-TZVPD def2/J DEFGRID3
* xyz 2 1
Re 7.33410 9.73353 12.95792
C 5.85468 6.18224 15.00869
C 5.68391 6.57171 16.30978
C 6.06067 7.87441 16.63304
C 6.53960 8.78157 15.68572
N 6.65328 8.37521 14.40511
C 6.34890 7.11753 14.09506
N 6.71800 10.03574 16.18567
C 7.08340 11.09746 15.55136
N 7.31894 11.17372 14.20395
C 7.52728 12.54404 13.89246
N 7.74602 13.10114 12.78165
C 8.03564 12.45539 11.61955
C 8.53496 13.27185 10.64226
C 8.99366 12.82507 9.41386
C 8.85874 11.45026 9.23360
C 8.36122 10.63387 10.19791
N 7.92645 11.13952 11.39632
C 7.36794 13.28745 15.08139
C 7.37803 14.62936 15.26069
C 7.27562 15.09004 16.66096
C 7.03359 14.22048 17.71779
C 6.95939 12.81519 17.47392
C 7.16011 12.40238 16.18305
H 5.65016 5.21766 14.59215
H 5.29696 5.92902 17.12450
H 6.15621 8.19723 17.62779
H 6.41370 6.79787 13.03635
H 8.54969 14.34882 10.76578
H 9.39772 13.48773 8.64417
H 8.98453 10.99774 8.26866
H 8.21959 9.53608 10.01369
H 7.45113 15.34054 14.43252
H 7.37775 16.17989 16.87068
H 7.00169 14.53520 18.76554
H 6.78893 12.04960 18.23087
C 10.79405 6.22250 7.20785
C 11.35513 7.30580 8.10390
C 12.69275 7.71937 7.95909
C 13.20990 8.68935 8.81076
Cl 14.94227 9.00447 8.68413
C 12.37316 9.18779 9.77205
C 11.07413 8.87567 9.90599
C 10.52599 7.95572 9.04910
O 9.24140 7.49377 9.25646
C 9.22031 6.66274 10.39464
C 8.64213 7.56903 11.50019
O 9.47958 7.93990 12.52395
O 7.54546 8.11251 11.50786
H 9.72794 6.11689 7.45329
H 11.21900 5.27315 7.54001
H 11.07118 6.37230 6.21043
H 13.32194 7.31547 7.14748
H 12.75493 9.96855 10.40323
H 10.42467 9.39069 10.56978
H 10.15468 6.14282 10.65672
H 8.58560 5.80375 10.24864
Br 4.78049 7.55901 9.21396
C 5.06982 9.34422 8.85828
C 5.24753 9.90464 7.62067
C 5.36033 11.30134 7.47238
C 5.19282 12.15613 8.57106
C 4.92553 11.63490 9.81518
C 4.97572 10.26011 9.91217
I 4.82260 9.51589 11.88422
H 5.26500 9.27361 6.77890
H 5.43198 11.68377 6.45871
H 5.17393 13.28064 8.46051
H 4.63545 12.28726 10.68159
C 9.12111 9.10159 13.20003
Ge 10.63576 9.71713 14.44829
C 10.21888 9.31686 16.22976
C 9.71116 8.06148 16.53281
C 9.54636 7.61777 17.81835
C 10.00861 8.42174 18.83713
C 10.46780 9.76065 18.56609
C 10.51914 10.19361 17.25133
C 12.28304 8.85684 13.78154
C 12.33614 7.44874 13.85983
C 13.22991 6.77486 13.03293
C 14.25258 7.51524 12.43725
C 14.37330 8.88122 12.51173
C 13.33187 9.60683 13.17962
C 10.74681 11.58860 13.92828
C 11.16292 11.87876 12.63502
C 11.45758 13.18316 12.26210
C 11.41699 14.22117 13.18755
C 11.03267 13.97919 14.51516
C 10.68434 12.63453 14.80336
H 9.58280 7.26531 15.76321
H 9.28116 6.54879 18.06404
H 10.00172 8.09076 19.86504
H 10.58991 10.39402 19.40082
H 10.86480 11.21317 17.08865
H 11.52419 6.98169 14.40720
H 13.20371 5.69166 12.91639
H 14.92812 6.89766 11.80584
H 15.11801 9.54155 12.09243
H 13.36536 10.67472 13.30551
H 11.19797 11.02854 11.95700
H 11.88307 13.43966 11.22845
H 11.77304 15.17067 12.87500
H 11.03405 14.73185 15.23476
H 10.19254 12.54198 15.81293
*
```

The value obtained for the HOMO-LUMO gap (alpha / beta) is 6.3 / 6.3 eV. The value obtained for the HOMO energy (alpha / beta) is -0.48321 / -0.48322 Ha.


Record 2
C22H33N3O5S as an isolated structure, computed with ωB97M-V/def2-TZVPD.

The geometry in ORCA input format:
```
! RIJCOSX wB97M-V def2-TZVPD def2/J DEFGRID3
* xyz 0 1
C -4.09913 -0.15583 -3.03349
C -3.51334 -0.52755 -1.74810
C -4.42904 -0.84203 -0.82320
C -4.16430 -1.32584 0.46281
C -2.85043 -1.37111 0.71112
C -2.01117 -0.82490 -0.02921
C -2.40151 -0.56261 -1.22971
C -1.31893 -0.04079 -2.55284
H -0.99731 0.98594 -2.38732
H -0.38731 -0.75106 -2.36023
H -1.76835 0.04773 -3.41131
S -0.38620 -0.33446 0.40993
O 0.58778 -0.02664 -0.60023
O 0.29857 -1.52504 1.15176
N -0.55572 0.63849 1.66459
C -1.57521 1.68420 1.72363
C -0.99689 2.59234 0.62078
N 0.38036 2.73675 0.57857
C 1.08567 2.93142 -0.79958
O 0.25102 2.93020 -1.61638
C 2.44563 2.87566 -0.96536
C 2.91824 1.59751 -1.11833
C 3.34778 0.77581 0.00762
O 3.56062 1.23459 1.19908
N 3.39703 -0.50614 -0.43556
C 3.15466 -1.43624 -1.37203
H 2.99720 -1.01790 -2.24864
C 4.21201 -2.34049 -1.61393
O 4.26859 -3.36308 -0.34526
C 4.69924 -2.59821 0.75467
H 4.76459 -3.15383 1.46035
C 3.55279 -1.54413 0.84995
H 3.91251 -0.84287 1.83157
H 2.61108 -2.14215 1.18390
H 5.59816 -2.11820 0.53496
H 3.95589 -2.96205 -2.37184
H 5.14701 -1.97778 -1.98647
H 2.11404 -1.94677 -0.91776
H 2.27197 1.05564 -1.87664
H 3.84674 1.74891 -1.74893
H 3.07641 3.15548 0.18313
H 2.54678 3.65548 -1.44907
C 0.95656 2.52036 1.80103
H 0.63837 3.18684 2.49397
C 0.60945 1.21748 2.23791
H 1.64196 0.38048 2.00510
H 0.74205 1.06917 3.44658
H 2.26742 2.49343 1.73116
H -1.38317 3.84252 0.73283
H -1.52659 2.57227 -0.38135
H -2.42659 1.33109 1.23253
H -1.62848 2.22815 2.52529
C -2.29257 -1.51025 2.15770
H -1.34129 -1.77309 2.44083
H -2.68757 -0.87709 3.08098
H -2.91649 -2.41273 2.74375
C -5.28134 -1.82348 1.39371
H -5.16620 -2.79639 1.78988
H -6.22182 -1.58676 1.04867
H -5.08279 -1.18189 2.66742
H -5.56806 -1.05938 -1.16014
H -3.73909 -0.87792 -3.76662
H -3.75431 0.84211 -3.46676
H -5.38697 -0.19336 -3.04147
*
```

For the energy above the lowest of the compared OMol25 structures with the same formula, charge and spin, the calculation gives 527.6 kcal/mol. The value obtained for the HOMO-LUMO gap is 8.5 eV. The value obtained for the HOMO energy is -0.29446 Ha.


Record 3
A 2-piece molecular cluster, CH5O3P overall, computed with ωB97M-V/def2-TZVPD.

The geometry in ORCA input format:
```
! RIJCOSX wB97M-V def2-TZVPD def2/J DEFGRID3
* xyz 0 3
C 1.61858 -0.44984 0.68268
O -0.57789 1.15386 0.90823
O -1.78983 -0.44934 -0.99515
O 0.43655 0.84856 -1.32175
P 0.25471 0.19204 0.05902
H 2.00939 -1.29595 0.11235
H 1.86681 -0.57068 1.83086
H -1.42595 0.87132 1.04729
H -2.11753 -1.07177 -0.37438
H -0.27484 0.77180 -1.94916
*
```

For the energy above the lowest of the compared OMol25 structures with the same formula, charge and spin, the calculation gives 1.1 kcal/mol. The value obtained for the HOMO-LUMO gap (alpha / beta) is 7.1 / 6.3 eV. The value obtained for the HOMO energy (alpha / beta) is -0.23250 / -0.33336 Ha.


Record 4
C11H23NO5 as an isolated structure, computed with ωB97M-V/def2-TZVPD.

The geometry in ORCA input format:
```
! RIJCOSX wB97M-V def2-TZVPD def2/J DEFGRID3
* xyz 0 1
C -6.41574 -0.58749 0.84182
C -5.01793 0.01117 0.84304
C -4.60381 0.49447 -0.54640
C -3.24096 1.20638 -0.61524
C -2.04724 0.29466 -0.27596
C -0.72908 0.99148 -0.59526
C 0.47093 0.07426 -0.33713
C 1.76829 0.76601 -0.80089
C 3.10846 0.01976 -0.96801
C 3.09069 -1.48317 -1.17344
C 4.38545 -2.21990 -0.80939
O 4.21526 0.60830 -0.83229
O 5.23565 -0.10031 1.97460
O 3.84232 0.02465 1.96255
N 6.46481 1.09920 2.49755
O 7.52324 0.52074 2.40493
O 6.05377 2.20064 2.74004
H -6.64823 -0.89058 1.86096
H -7.17044 0.13612 0.51831
H -6.47803 -1.46565 0.19260
H -4.97721 0.86501 1.53538
H -4.28804 -0.72935 1.20157
H -4.61966 -0.34982 -1.25771
H -5.32712 1.23518 -0.91137
H -3.12009 1.57967 -1.64978
H -3.20945 2.07633 0.06780
H -2.07585 -0.00733 0.78806
H -2.09633 -0.62878 -0.88082
H -0.71722 1.31577 -1.64722
H -0.61801 1.89711 0.01722
H 0.56147 -0.06789 0.75704
H 0.36072 -0.91561 -0.82918
H 1.60871 1.14751 -1.83667
H 1.86691 1.64855 -0.12562
H 3.64926 0.01928 0.98622
H 2.27297 -2.01539 -0.65814
H 2.85819 -1.55053 -2.24521
H 4.35291 -3.17748 -1.34215
H 5.26438 -1.64978 -1.12589
H 4.44605 -2.39321 0.27409
*
```

For the energy above the lowest of the compared OMol25 structures with the same formula, charge and spin, the calculation gives 151.9 kcal/mol. The value obtained for the HOMO-LUMO gap (alpha / beta) is 9.3 / 9.3 eV. The value obtained for the HOMO energy (alpha / beta) is -0.36722 / -0.36739 Ha.


Record order is preserved below.
Largest force on an atom: 3.825, 15.003, 7.488, 3.444 eV Å⁻¹